Molecular formula: C76H164N8O10
Method: DFT, the ωB97M-V functional and the def2-TZVPD basis

Structure (XYZ):
```
258
Properties=species:S:1:pos:R:3:forces:R:3
C 3.169007 -4.242755 -2.808295 1.722 1.407 -0.661
C 4.426276 -4.747668 -3.649490 -2.341 1.530 -1.386
C 4.618077 -3.826694 -4.892188 -0.537 -1.319 -1.514
C 5.183733 -2.445373 -4.658772 1.573 -1.336 2.137
C 6.476899 -2.701770 -3.829009 1.171 0.956 -0.840
C 6.291443 -3.509358 -2.572703 0.655 -0.120 0.575
N 5.639958 -4.750591 -2.932468 0.169 -1.192 1.549
O 5.325289 -5.511900 -1.690491 1.334 -0.240 -1.325
C 7.681921 -3.897658 -2.071151 -0.072 -0.797 1.033
C 5.616864 -2.708771 -1.474008 0.184 -0.108 1.197
C 4.132113 -6.152986 -4.155433 0.300 -1.552 2.281
H 2.276746 -4.459399 -3.366194 -0.481 0.099 -0.290
H 3.273699 -3.107801 -2.621192 -0.430 -1.855 -0.174
H 3.157218 -4.803337 -1.891049 -0.138 0.069 0.504
H 5.324873 -4.381842 -5.588031 -0.427 0.665 0.812
H 3.684262 -3.819541 -5.516418 0.448 0.109 0.840
H 4.619779 -1.755046 -4.048195 -0.760 0.052 -0.277
H 5.446009 -2.036138 -5.592942 0.170 0.899 -1.033
H 6.993775 -1.778265 -3.479505 -0.567 -0.190 -0.401
H 7.261859 -3.198062 -4.437892 -0.608 0.053 0.020
H 8.218070 -2.983889 -1.821220 0.313 -0.117 -0.091
H 7.640992 -4.551163 -1.154320 -0.169 0.818 -0.735
H 8.188027 -4.500377 -2.819597 0.237 0.187 -0.211
H 6.336843 -2.200787 -0.807009 -0.012 0.129 -0.707
H 4.899094 -1.981874 -1.831851 -0.283 0.073 0.064
H 5.187931 -3.425759 -0.776313 -0.603 0.094 -0.096
H 3.284383 -6.195299 -4.786914 -0.817 0.246 -0.929
H 3.799093 -6.788843 -3.243598 0.785 0.773 -1.439
H 4.997501 -6.638377 -4.656056 -0.453 0.407 0.370
H 5.754386 -6.339195 -1.982104 -0.335 0.310 0.759
C 3.438532 4.886254 -3.839646 -0.209 -1.664 1.787
C 3.876225 3.368878 -4.004232 -0.367 0.835 -1.135
C 4.224005 2.727179 -2.638800 1.134 1.289 -0.735
C 4.445476 1.242207 -2.682695 0.108 -0.241 0.434
C 3.214228 0.614581 -3.200619 0.243 -2.345 -0.658
C 2.751739 1.093676 -4.555716 -0.766 2.157 0.445
N 2.652536 2.657913 -4.478272 1.350 -2.450 1.997
O 2.251695 3.116928 -5.702776 0.243 0.371 -1.520
C 3.480651 0.562086 -5.736646 0.761 0.525 -0.252
C 1.325227 0.622195 -4.643162 -1.282 -0.377 -1.262
C 5.044662 3.414725 -5.034951 1.185 -0.395 0.922
H 2.535504 4.794742 -3.183495 0.430 0.551 -0.586
H 3.198965 5.433835 -4.767692 0.417 -0.406 0.485
H 4.236698 5.323915 -3.204632 -0.459 0.324 -0.693
H 5.161711 3.185332 -2.268155 -0.512 0.167 -0.064
H 3.411583 2.951997 -1.941031 0.089 0.014 0.041
H 4.716981 0.935250 -1.677497 -0.284 -0.342 0.358
H 5.254320 0.872372 -3.273467 1.016 0.383 -0.703
H 2.412730 0.912123 -2.621492 -1.711 0.501 1.851
H 3.182501 -0.536032 -3.164436 0.303 1.549 -0.167
H 2.964426 0.967247 -6.622701 0.663 -0.152 0.096
H 4.567715 0.863941 -5.682325 -1.115 -0.841 -0.441
H 3.260945 -0.508764 -5.678120 0.740 -0.053 -0.430
H 1.277417 -0.416324 -4.286600 -0.257 0.263 0.011
H 0.636579 1.273262 -4.099415 0.138 -0.207 0.356
H 0.935146 0.614382 -5.688566 0.372 0.012 0.568
H 4.621794 3.533765 -6.037082 0.266 0.342 0.177
H 5.711899 2.515286 -5.059454 -0.740 0.448 0.137
H 5.759640 4.244584 -4.727577 -1.038 -0.721 -0.695
H 1.383960 3.439490 -5.506266 -0.838 0.497 -0.244
C -0.758327 -2.637074 4.822684 1.404 -0.455 0.216
C -0.357023 -4.097872 4.466242 -0.960 1.369 0.354
C 0.722790 -4.305331 3.385452 -0.475 0.169 1.456
C 2.105719 -3.916325 3.854505 -0.129 -0.809 0.471
C 2.371298 -4.657272 5.146079 0.745 -0.977 0.396
C 1.276619 -4.595227 6.225945 3.101 0.733 2.201
N 0.048171 -4.840031 5.691602 -1.588 -0.264 -3.768
O -0.915185 -4.831809 6.684421 -2.324 -1.149 -0.459
C 1.473541 -5.735010 7.236457 0.997 0.381 1.196
C 1.522207 -3.221124 6.945179 -0.086 -0.029 -0.202
C -1.611897 -4.768344 3.902735 1.069 -1.257 2.636
H -1.433879 -2.683564 5.659555 -0.342 0.159 0.272
H -1.169194 -2.062638 4.034604 -0.989 0.105 -1.166
H 0.079776 -2.005001 5.090573 0.384 -0.147 0.410
H 0.604762 -5.388070 3.262223 0.756 0.106 -0.672
H 0.437385 -3.753410 2.510628 -0.289 0.044 -0.635
H 2.238200 -2.870742 4.052229 -0.338 0.790 -0.254
H 2.851312 -4.208879 3.121277 0.187 0.063 -0.160
H 3.367550 -4.392983 5.578200 -0.815 -0.050 -0.097
H 2.435540 -5.709747 4.910516 0.218 -0.542 -0.288
H 0.796299 -5.624815 8.093877 -0.018 -0.083 -0.429
H 1.381859 -6.748160 6.829798 -0.080 0.340 -0.208
H 2.462724 -5.620492 7.687879 0.196 -0.240 -0.139
H 2.423880 -3.287657 7.541905 0.321 -0.212 0.112
H 1.743655 -2.487307 6.162302 -0.321 0.145 0.404
H 0.755420 -2.858654 7.636738 -0.222 -0.162 -0.420
H -1.903111 -4.339906 3.010802 -0.692 0.933 -1.916
H -2.418684 -4.716902 4.643783 -0.043 -0.052 -0.369
H -1.284298 -5.800704 3.756591 -0.632 -0.204 -0.177
H -1.499945 -5.569100 6.337654 0.734 1.240 1.189
C -1.085871 5.011147 -2.502852 0.681 -1.460 -0.494
C -2.036195 4.333199 -3.558963 1.532 0.990 -0.081
C -2.347100 2.924929 -3.136350 -1.794 -1.871 -0.982
C -3.712855 2.683120 -2.376565 1.732 1.092 -1.097
C -4.750701 3.461521 -3.118860 -0.669 -0.011 0.580
C -4.445169 4.960941 -3.182032 -0.018 -0.205 0.203
N -3.234442 5.021302 -3.982149 -0.137 1.061 -1.097
O -2.889916 6.400320 -4.111965 0.285 0.580 0.237
C -5.618263 5.563017 -3.976065 -0.591 -0.218 -0.178
C -4.239809 5.633510 -1.822278 -1.577 -1.072 0.964
C -1.168619 4.218317 -4.851071 -0.145 0.015 0.525
H -1.396486 4.938744 -1.472213 -0.489 0.090 0.323
H -0.811204 6.042639 -2.726070 -0.018 -0.238 -0.144
H -0.189702 4.308570 -2.552668 -0.628 1.272 0.051
H -2.442912 2.357312 -4.134391 0.399 0.239 1.654
H -1.493864 2.628761 -2.541641 0.268 -0.728 -0.110
H -3.620490 3.019485 -1.374556 0.041 0.555 1.094
H -4.049379 1.675235 -2.270430 0.331 -1.050 -0.375
H -5.724020 3.240774 -2.646849 0.120 0.418 -0.371
H -4.760176 3.135016 -4.159857 -0.274 -0.221 -0.022
H -5.680599 6.656605 -4.120192 0.456 -0.519 0.161
H -5.698197 5.041931 -4.943198 0.393 0.420 0.046
H -6.551930 5.245951 -3.498656 0.098 0.278 0.314
H -4.119378 6.698261 -1.946715 0.255 0.229 0.150
H -5.164290 5.434036 -1.232183 0.242 0.480 -0.344
H -3.484049 5.174244 -1.164908 0.129 0.380 -0.720
H -0.863098 5.173412 -5.254740 0.398 0.371 0.307
H -1.800490 3.809714 -5.597486 -0.673 -0.616 -0.823
H -0.325879 3.529093 -4.734164 -0.025 0.218 0.275
H -3.008627 6.689703 -5.024227 -0.192 -0.581 -0.054
C -0.654492 -0.455828 -1.407261 0.030 -0.504 -0.093
C -0.553610 -0.672046 0.128087 -0.220 -0.539 0.486
C 0.751480 -1.315720 0.554111 1.632 -0.421 0.351
C 1.962356 -0.377294 0.488736 0.180 0.890 -0.055
C 1.694993 0.839511 1.395607 -0.100 -0.309 -1.120
C 0.457856 1.555579 0.946172 -1.154 -0.149 1.344
N -0.692101 0.576127 0.907518 0.227 1.432 -0.605
O -1.785479 1.384721 0.409383 -0.375 -1.036 1.112
C 0.051524 2.553547 2.058793 1.482 -0.300 0.510
C 0.723240 2.316337 -0.329686 0.983 0.930 -2.293
C -1.668578 -1.648605 0.589354 -0.084 1.475 -0.969
H -1.681604 -0.655696 -1.781976 0.641 -0.192 0.196
H 0.091763 -1.126540 -1.894989 -0.731 0.494 0.042
H -0.438710 0.572282 -1.711468 0.143 -0.334 0.011
H 0.699952 -1.665150 1.620705 -0.279 0.273 -0.821
H 0.997686 -2.220627 -0.059071 -0.555 0.628 0.381
H 2.186362 -0.051291 -0.550834 0.000 -0.356 0.549
H 2.819011 -0.874328 0.928818 0.402 -0.337 -0.384
H 2.388826 1.684585 1.357805 0.792 -0.827 0.305
H 1.583438 0.416029 2.382020 -0.077 0.309 0.683
H -0.112152 2.008705 3.011712 -0.340 0.274 -0.676
H 0.893381 3.231193 2.288344 -0.106 -0.170 -0.304
H -0.762445 3.177863 1.755706 -0.699 0.151 0.057
H 1.643133 2.966933 -0.379677 -0.687 -0.532 0.992
H 0.932397 1.722667 -1.256385 -0.445 0.097 0.920
H -0.075883 3.022061 -0.585354 -0.052 -0.238 0.122
H -2.556226 -1.071067 0.272506 -0.307 -1.040 0.518
H -1.665682 -1.915850 1.645447 0.032 0.534 0.067
H -1.530843 -2.568921 0.042187 -0.320 -0.294 -0.464
H -1.676558 1.515352 -0.527785 0.183 0.028 -0.867
C 5.886471 0.853052 1.878032 1.201 1.036 -0.375
C 5.964222 2.389997 2.125682 1.427 -0.876 -0.369
C 5.111026 3.111846 1.130831 -0.661 1.157 0.513
C 5.108783 4.616556 1.301894 -2.703 1.753 0.221
C 4.550151 4.961186 2.726866 0.654 -0.489 -0.115
C 5.357060 4.210511 3.800644 0.537 -0.607 0.130
N 5.430844 2.730172 3.438594 -0.228 1.183 -0.635
O 6.226343 2.152367 4.422619 0.311 -1.301 0.636
C 6.807027 4.745471 4.180520 -1.404 1.809 -1.402
C 4.611734 4.173173 5.114564 1.618 -1.544 -0.038
C 7.460154 2.719198 1.774647 -0.332 1.218 2.249
H 6.277518 0.726076 0.845671 -0.486 -0.252 0.461
H 4.881393 0.493491 1.953248 -0.611 -0.414 0.116
H 6.598605 0.324102 2.536596 -0.592 0.203 -0.125
H 5.423345 2.900302 0.150147 0.330 -0.648 -1.398
H 4.092010 2.812434 1.280877 -0.673 -0.484 -0.173
H 4.371364 5.158622 0.581529 1.255 -1.197 0.755
H 6.064010 5.064269 1.113677 0.636 0.238 0.106
H 3.484176 4.675976 2.833623 0.471 -0.395 -0.329
H 4.493614 6.027072 2.971695 0.570 0.031 -0.230
H 7.362375 5.219375 3.336972 -0.597 -0.145 0.501
H 6.639569 5.520565 4.964315 0.511 -0.618 -0.445
H 7.397176 3.924756 4.504009 0.399 -0.474 0.672
H 5.281647 3.604621 5.759881 -0.034 0.704 0.659
H 4.330563 5.096341 5.488887 -0.171 1.979 0.821
H 3.770573 3.553756 5.113565 -1.703 -0.889 -0.610
H 7.677868 3.796300 1.957030 -0.088 -0.782 -0.566
H 7.603160 2.441240 0.759890 0.348 -0.047 -0.922
H 8.173403 2.182413 2.414750 -0.300 -0.100 -0.167
H 5.586067 1.603966 4.913603 0.200 -0.118 -0.071
C -5.551602 1.713179 0.425958 0.026 -0.069 -1.565
C -5.162613 2.251767 1.781395 -0.396 1.324 -0.009
C -6.393144 2.915003 2.419522 -0.890 0.654 -1.354
C -6.146348 3.457111 3.807664 -1.583 -1.838 0.257
C -5.723251 2.230211 4.592058 1.353 0.702 0.751
C -4.496306 1.482141 4.055362 0.265 -1.138 0.174
N -4.840074 1.116556 2.638441 0.082 1.747 0.851
O -3.870617 0.369992 2.040681 1.308 -1.867 -0.561
C -3.119850 2.210017 4.255690 0.063 -0.569 -1.800
C -4.359054 0.110967 4.767260 -0.198 0.519 1.306
C -4.130168 3.415361 1.590292 0.718 -0.732 0.175
H -6.358091 0.972438 0.434530 -0.028 0.170 0.398
H -4.745849 1.237632 -0.185499 -0.294 0.509 0.835
H -5.899474 2.590784 -0.139918 -0.067 -0.344 -0.115
H -6.786245 3.702526 1.726132 0.369 -0.540 0.404
H -7.155099 2.125513 2.452254 -0.146 0.290 0.170
H -7.093948 3.786890 4.271905 0.359 0.176 -0.386
H -5.444011 4.241844 3.873911 0.790 0.905 -0.038
H -6.538604 1.554846 4.712900 -0.730 -0.708 -0.403
H -5.521706 2.526751 5.603904 0.450 0.164 0.771
H -2.235111 1.674118 3.766710 -1.420 0.591 0.225
H -3.146392 3.245471 3.911047 0.154 -0.168 0.089
H -2.850769 2.194770 5.276353 -0.014 0.106 1.344
H -3.606647 -0.420026 4.192801 -0.228 -0.608 0.127
H -3.968038 0.239008 5.807453 -0.099 0.128 -0.766
H -5.323256 -0.430790 4.933426 0.735 0.319 -0.783
H -3.079935 3.109639 1.593035 -0.154 -0.219 -0.372
H -4.175378 4.149694 2.368907 -0.238 0.268 0.583
H -4.331852 3.989623 0.694400 -0.126 -0.247 -0.431
H -3.067388 0.860425 1.772787 -0.435 0.418 0.191
C -6.416265 -1.388675 -2.416290 0.920 0.401 0.697
C -5.602581 -2.535722 -3.139716 0.610 2.020 1.144
C -4.906065 -3.416727 -2.112160 0.080 0.252 0.617
C -5.842715 -4.423846 -1.471986 1.158 0.718 -0.486
C -6.515417 -5.205836 -2.535230 -0.336 -0.182 -1.594
C -7.310236 -4.327410 -3.529425 0.282 1.351 -0.694
N -6.321016 -3.338471 -4.047379 -0.594 -0.667 -0.685
O -6.995349 -2.423055 -4.946238 0.468 -0.752 -0.186
C -7.719597 -5.111928 -4.817250 2.100 -1.865 2.290
C -8.500950 -3.603993 -2.856187 -0.704 -2.310 0.523
C -4.484428 -1.752782 -3.935163 -0.764 -2.462 0.020
H -7.216157 -1.540641 -1.658301 0.311 -0.453 -0.980
H -6.644187 -0.575369 -3.104385 -0.629 -0.334 -0.227
H -5.626722 -0.922498 -1.833491 0.182 0.186 0.472
H -3.988061 -3.902204 -2.484108 -0.488 0.059 -0.258
H -4.589648 -2.764801 -1.304562 0.417 0.290 0.065
H -6.468548 -3.890766 -0.788437 -0.838 0.116 0.383
H -5.204421 -5.058741 -0.901985 0.241 -0.745 0.749
H -7.199211 -5.905180 -2.099160 -0.389 -0.776 0.070
H -5.721755 -5.720903 -3.125961 -0.620 0.007 0.390
H -8.159663 -6.038477 -4.441932 -0.434 -0.036 -0.381
H -8.252340 -4.698193 -5.609645 -1.418 1.295 -0.650
H -6.775118 -5.420901 -5.295759 -0.109 0.008 0.285
H -8.464900 -3.429719 -1.777503 0.718 0.261 -0.196
H -8.700242 -2.723157 -3.392304 -0.435 1.229 -0.507
H -9.390522 -4.260876 -2.899871 0.234 0.211 -0.433
H -3.661582 -2.474264 -4.009106 0.205 0.519 -0.053
H -4.217263 -0.865689 -3.411507 0.383 0.742 0.071
H -4.848061 -1.606839 -4.945683 0.237 0.735 0.034
H -6.318833 -2.459171 -5.635496 -0.720 0.285 -0.375
C 4.733578 -1.731420 4.237820 -1.283 1.364 -1.291
C 4.367505 -0.929244 5.506287 1.839 0.597 0.081
O 4.062999 0.490808 5.370177 -0.192 -0.911 -1.065
H 3.840284 -1.571633 3.498828 1.639 -0.529 1.026
H 4.798427 -2.791445 4.499076 -0.085 0.145 -0.114
H 5.667969 -1.426299 3.693557 -0.884 -0.102 0.791
H 5.212706 -0.949217 6.221050 -0.222 0.089 -0.409
H 3.589328 -1.429465 6.028906 -1.050 -0.311 0.232
H 3.514938 0.628001 4.565048 0.485 -0.142 0.700
C -6.507788 -2.827042 3.275861 0.565 -0.103 -0.129
C -6.997257 -1.808486 2.196188 -0.401 -0.661 1.274
O -7.283051 -0.494554 2.645720 0.506 0.422 0.308
H -5.447375 -2.657345 3.520197 -0.204 -0.057 -0.161
H -6.604495 -3.883994 2.911967 0.081 0.919 0.088
H -7.027018 -2.785582 4.241380 -0.284 0.267 -0.384
H -7.914268 -2.257164 1.801910 -0.118 0.472 -0.148
H -6.277794 -1.765859 1.408437 0.646 -0.106 -0.724
H -6.466364 0.096417 2.682847 -0.614 -1.204 -0.174
```
Forces are in eV/Å.

* SMILES: CC1(C)CCCC(C)(C)N1O.CC1(C)CCCC(C)(C)N1O.CC1(C)CCCC(C)(C)N1O.CC1(C)CCCC(C)(C)N1O.CC1(C)CCCC(C)(C)N1O.CC1(C)CCCC(C)(C)N1O.CC1(C)CCCC(C)(C)N1O.CC1(C)CCCC(C)(C)N1O.CCO.CCO
* highest occupied orbital energy: -8.268 eV
* total energy: -4184.085317 hartree
* Kohn-Sham gap: 8.6 eV
* relative energy (zero: lowest compared OMol25 entry of this formula, charge and spin): 47.4 kJ/mol